Record 1
Entry from OMol25: a structure of composition C5H8O2 (ωB97M-V with the def2-TZVPD basis set).

Energy above the lowest of the compared OMol25 structures with the same formula, charge and spin ... 91.0 kcal/mol

Geometry as XYZ:
```
15
Properties=species:S:1:pos:R:3:forces:R:3
O 2.10775 0.97536 -0.46750 0.016 -0.226 -0.076
O -1.52045 -1.16964 0.92427 -0.226 0.034 -0.013
C 0.47869 -0.41842 -1.43533 0.170 -0.061 0.297
C -0.81405 0.04136 0.74458 0.194 0.253 -0.116
C -0.70680 0.45354 -0.76684 -0.530 0.108 -0.182
C 1.20798 0.03538 -0.32287 0.356 0.022 0.076
C 0.67776 -0.19541 1.07272 0.022 -0.029 -0.005
H -1.53373 0.13657 -1.39322 -0.450 0.106 0.233
H -0.61564 1.54298 -0.86419 0.155 -0.233 -0.001
H 0.86410 -1.22635 1.38484 -0.073 0.127 -0.014
H -1.24303 0.83097 1.38245 0.070 -0.139 -0.210
H 0.08455 -1.42489 -1.21854 0.163 0.161 -0.111
H 1.08387 0.49345 1.81568 -0.034 -0.055 -0.111
H 2.22076 1.01238 -1.44504 0.010 0.078 0.173
H -2.43602 -1.00585 0.66080 0.156 -0.146 0.060
```
Forces are in eV/Å.

=====

Record 2
Entry from OMol25: a structure of composition C22H66O22 in a non-equilibrium geometry (ωB97M-V with the def2-TZVPD basis set).

Energy above the lowest of the compared OMol25 structures with the same formula, charge and spin ... 664.4 kcal/mol

Geometry as XYZ:
```
110
Properties=species:S:1:pos:R:3:forces:R:3
O -1.83240 3.08026 -3.62263 -0.263 0.467 -0.615
O 2.00278 0.15849 -2.05421 3.579 -5.221 0.681
O 2.58256 -3.42435 -0.89553 -1.479 -3.658 3.237
O -0.73266 0.34857 -3.21318 -0.520 4.154 -13.176
O 0.78249 3.19852 2.76951 1.809 2.139 -1.126
O -1.86447 -1.50116 2.27605 1.735 -12.996 0.863
O 0.49785 -1.28652 1.11149 -0.844 1.462 2.107
O 4.09551 -2.11904 -1.57966 3.542 3.255 -1.365
O -2.57727 1.15852 -2.46462 -2.991 1.772 1.796
O 0.02768 0.86196 6.20904 -0.499 0.161 -0.112
O -1.72998 -1.80512 5.27976 1.032 -0.615 -0.476
O 4.80680 2.35508 -2.30846 0.562 -0.792 1.347
O -5.04945 0.24853 2.79236 -0.478 0.444 -0.200
O -2.23031 0.38925 2.36292 -15.946 -1.730 -3.229
O 0.22043 -2.60986 -0.74740 -0.348 -4.529 -0.325
O 1.13312 -1.57356 -3.24443 0.157 -3.107 -3.189
O -1.37522 2.67731 0.57291 2.040 1.748 -1.002
O -0.97701 1.66534 2.74156 9.759 7.998 6.877
O 1.78009 2.08937 -1.52377 2.554 6.838 -0.664
O 3.86855 -3.78673 2.48647 -0.094 -0.059 1.729
O -0.21681 -0.54927 -1.72251 1.254 -5.666 12.338
O -3.55569 -1.47907 -3.54637 -0.165 0.293 -1.543
C -0.15879 0.31936 -0.63299 -0.924 0.611 0.594
C 1.56103 -2.86318 -2.79923 -2.077 -0.300 -0.804
C 0.40311 -3.43663 -1.87364 1.077 0.498 0.064
C 1.00351 2.97008 1.36914 -0.520 0.130 0.528
C -3.08948 0.10103 -1.71525 -1.154 -1.883 -0.011
C 0.13888 1.63957 4.99505 1.397 -1.503 0.023
C -0.51054 -0.32983 0.69636 1.617 0.346 -0.667
C 2.51336 -3.54341 0.49291 1.126 -1.004 1.050
C -4.46846 1.34779 2.06332 0.669 -1.832 -0.297
C -0.96160 1.14214 4.10342 -1.230 1.663 -1.738
C 3.96369 -3.59892 1.12834 -1.196 -0.521 -0.925
C 3.70599 3.06894 -2.84043 1.631 0.084 0.269
C -2.76213 -1.22260 -2.43480 -0.407 -0.551 1.584
C 2.37230 2.35668 -2.83438 1.469 1.331 1.484
C 0.09353 1.48225 -3.19854 -3.245 2.495 -2.101
C 4.02730 -0.83792 -0.95602 -0.679 -0.789 -0.597
C -2.89575 -1.88592 3.13181 -2.034 -2.632 2.034
C -3.13494 0.84382 1.37213 -3.142 1.095 0.572
C -0.09040 3.38008 0.29802 -0.034 -0.036 2.064
C -2.81500 -1.31188 4.55105 -0.861 0.490 0.800
C 2.51962 -0.36953 -0.83037 2.825 -1.066 -0.418
C -0.56410 2.69733 -4.07337 1.658 -1.198 1.071
H 1.06809 1.36312 4.49680 0.372 0.173 0.114
H -2.77807 1.02844 -3.39433 -0.630 -0.321 -0.085
H 0.06221 3.57921 -3.93872 0.007 -0.051 -0.224
H 0.10926 1.76492 -2.14595 0.361 0.534 -1.247
H -5.22659 1.64036 1.33686 0.130 -0.025 -0.162
H 4.46908 -4.51372 0.81879 -0.032 0.051 -0.625
H -1.69993 -1.20649 -2.67889 -0.963 -0.452 -0.413
H -4.38116 -0.14166 3.36047 -0.039 0.579 0.085
H 0.31308 3.19893 -0.69821 -0.271 -0.312 0.293
H 1.89885 3.56133 1.17706 -0.035 -0.045 -0.514
H 4.07984 3.27657 -3.84304 -1.049 0.425 -0.622
H 5.13400 1.64728 -2.86842 -0.373 0.055 -0.275
H 1.92198 -1.20112 -0.45701 0.452 0.451 -0.398
H -1.51861 0.46900 -2.67523 0.861 0.817 0.219
H 4.71745 -0.26601 -1.57626 -0.628 0.867 0.259
H 2.53108 -2.68148 -2.33654 -1.125 0.666 -1.361
H 0.10410 -1.70406 -1.04336 -0.744 1.669 -1.913
H 4.59459 -2.75741 0.84213 -0.146 0.163 -0.016
H 0.75193 1.05546 6.80873 0.070 0.170 -0.157
H -2.82196 -0.22222 4.52547 0.222 -0.058 -0.172
H -0.23717 4.45592 0.39355 -0.296 0.100 0.137
H 3.61419 -2.75645 -1.04710 0.800 0.356 -0.042
H 0.44433 -1.67180 -3.90588 -0.170 0.206 -0.197
H 1.05305 1.17548 -3.61485 -1.339 0.137 0.000
H -1.52700 -0.72137 0.73636 1.052 -0.340 -1.553
H 0.80156 0.83367 -0.59681 -1.735 -0.528 0.915
H -2.45475 2.49625 -4.06219 -0.112 0.685 -0.058
H -1.87963 1.54286 4.53323 -0.467 -0.457 0.467
H 1.73622 3.04245 -3.39405 -0.094 -0.197 0.211
H -2.77817 1.71778 0.82714 0.182 -0.669 0.682
H -2.18436 -0.56960 2.37197 0.590 3.026 -0.367
H -1.07653 -2.00692 2.48807 1.020 0.210 -0.303
H 2.55077 1.43602 -3.38993 0.172 0.527 0.074
H 4.46064 -0.88359 0.04310 0.012 0.109 0.299
H -0.58520 2.40922 -5.12439 0.078 -0.012 -0.165
H 3.78504 3.99684 -2.27399 -0.742 0.121 -0.024
H 1.81077 -0.59504 -2.61715 0.055 -0.354 -0.373
H -2.82839 -2.07228 -1.75527 -0.221 0.018 0.562
H 1.94698 1.18136 -1.26059 0.492 2.198 -0.684
H 0.00797 -0.20480 -2.58993 1.284 -0.689 -0.032
H -4.15483 0.29369 -1.58871 -0.356 -0.498 0.094
H -2.94303 -2.97350 3.18683 0.160 -0.106 0.092
H 1.92530 -2.66827 0.76933 0.864 -0.478 0.713
H -0.55512 -3.59267 -2.36915 -0.044 0.363 -0.612
H -0.51041 0.39414 1.51120 0.844 0.063 -1.031
H 0.61782 -1.95062 0.42872 -0.527 -0.457 0.254
H -3.66450 -1.52840 5.19879 -0.925 -0.493 -0.820
H -1.70175 1.16857 2.35480 2.357 4.038 -0.390
H 2.63459 -4.17587 -1.49061 0.133 -0.873 0.954
H -3.30771 0.09596 0.59823 -0.668 -0.285 1.070
H -2.65409 0.08339 -0.71614 0.349 0.273 -1.094
H -1.91620 2.80744 -0.20940 0.041 0.371 -0.458
H -3.82595 -1.59885 2.64149 0.092 -0.033 0.101
H 1.26184 1.91706 1.25726 -0.015 -0.157 -0.302
H 2.47677 0.40514 -0.06476 0.180 -0.040 0.183
H -4.30561 2.19540 2.72902 0.394 0.027 -0.011
H 1.96227 -4.44196 0.77043 0.011 -0.006 0.275
H -0.90033 1.08757 -0.85223 0.049 0.213 0.729
H -1.03551 0.06391 3.96175 0.875 0.145 1.108
H 3.39955 -3.07210 2.92345 -0.026 0.227 -0.068
H -1.54063 -1.20882 6.00789 0.266 0.260 0.020
H 0.66221 -4.42505 -1.49416 0.011 -0.165 -0.161
H 0.17963 2.71304 5.17970 -0.449 -0.028 -0.015
H 0.15480 2.54879 3.09424 -0.733 0.000 -1.174
H 1.72891 -3.58490 -3.59863 -0.214 0.115 -0.645
H -4.48530 -1.29516 -3.39275 -0.030 -0.066 0.316
```
Forces are in eV/Å.

=====

Record 3
Entry from OMol25: a structure of composition C4H6As2F15N3O11Pt in a non-equilibrium geometry (ωB97M-V with the def2-TZVPD basis set).

Charge ... -4
Energy above the lowest of the compared OMol25 structures with the same formula, charge and spin ... 57.8 kcal/mol
Spin multiplicity ... 3

Geometry as XYZ:
```
42
Properties=species:S:1:pos:R:3:forces:R:3
Pt -19.95377 4.42455 1.14515 2.075 -0.450 -0.160
As -22.32347 7.73118 1.22169 0.005 -0.790 -0.335
As -17.80256 6.55260 4.22205 1.952 -2.735 0.208
F -17.74442 3.79528 -2.00196 -2.208 0.161 -2.005
F -16.67465 7.24876 5.46008 -0.509 0.212 -1.023
F -21.69949 8.22873 2.81881 -0.515 -0.483 -1.651
F -17.96887 5.19206 5.42964 0.016 1.309 -1.438
F -16.23663 3.15119 -0.82738 1.982 -1.833 1.529
F -23.65039 8.98435 1.29337 1.237 -0.849 0.027
F -21.06346 6.39203 0.94926 -1.435 2.141 0.875
F -18.80786 5.60097 3.03623 0.995 1.767 1.664
F -22.90218 7.24944 -0.38197 -0.078 0.452 1.071
F -17.47417 7.90040 3.06188 -0.710 -1.278 1.469
F -16.31346 5.69029 3.53540 -1.693 1.143 0.648
F -23.45087 6.58935 2.04186 1.241 1.134 -0.916
F -19.09057 7.37432 5.07098 0.313 -0.147 -1.116
F -21.23405 8.89995 0.41230 -0.929 -0.801 0.915
F -15.76086 4.52712 -2.38638 0.737 0.342 -0.847
O -17.58374 2.13571 2.36544 3.039 1.711 5.732
O -20.76544 3.15182 4.86062 1.420 0.837 3.272
O -21.41707 3.85099 -0.34161 -1.015 -0.131 2.468
O -22.53721 2.42617 4.00396 -3.180 -0.800 0.410
O -16.49485 6.72106 -0.85599 0.484 -1.238 0.334
O -17.46802 0.79755 0.81620 0.478 -3.004 -2.785
O -21.24086 3.67043 2.90306 -0.720 1.920 -2.291
O -20.91415 4.27745 -2.34992 0.370 0.928 -0.991
O -18.99533 2.32705 0.93987 -2.986 0.099 -3.317
O -18.30542 5.51472 0.04848 2.332 -0.671 -1.131
O -21.90068 2.48065 -1.88265 -1.755 -2.727 -0.458
N -18.00421 1.72342 1.35845 -0.720 1.363 0.175
N -21.42786 3.52450 -1.53206 2.019 1.553 -1.226
N -21.57150 3.16173 3.97300 2.115 -2.058 -1.552
C -16.66125 4.21051 -1.44883 -1.108 2.591 2.227
C -16.94691 5.36417 -0.33049 -3.186 1.446 0.515
C -15.44207 8.85720 -0.61807 0.795 -0.606 -1.040
C -15.97266 7.65741 0.10155 -0.143 -1.054 0.012
H -16.36902 5.05146 0.53920 0.596 0.267 0.068
H -14.61085 8.56009 -1.25752 -0.273 -0.606 -0.873
H -16.73502 7.97622 0.81236 -0.019 -0.370 0.164
H -15.09717 7.24837 0.60583 -0.196 -0.531 0.578
H -16.26117 9.22781 -1.23437 0.342 0.939 0.158
H -14.80259 9.48192 0.00555 -1.167 0.847 0.637
```
Forces are in eV/Å.

=====

Record 4
Entry from OMol25: a cluster of 8 separate species, C38H59Br2F16N7PS in total in a non-equilibrium geometry (ωB97M-V with the def2-TZVPD basis set).

E_tot ... -254462.72788 eV
Charge ... +1

Geometry as XYZ:
```
124
Properties=species:S:1:pos:R:3:forces:R:3
Br 4.04906 1.06642 -1.11678 1.512 -1.611 0.064
Br 6.11254 -0.79266 -4.49921 -1.580 -0.404 0.922
S -1.84934 -0.50295 -4.51808 -2.370 -0.083 -6.549
P 1.51691 -2.95190 -2.42537 1.936 -1.272 0.929
F -1.99291 1.40879 -1.52639 2.622 -4.088 -0.755
F 0.13053 0.63394 -2.15465 -4.005 -2.395 1.524
F 6.61085 0.29780 -2.02811 -3.904 -2.369 1.548
F -3.55967 -0.16054 -4.65613 3.907 -0.779 -0.165
F -1.98412 -2.24754 -2.45853 0.534 5.022 -0.047
F -1.14112 0.73938 0.74411 0.058 -3.836 -3.118
F 5.64582 -1.36697 -0.61870 -1.168 2.704 -3.448
F -2.45552 -1.16066 0.23098 4.444 1.981 -1.847
F -1.78347 -0.34744 -6.23328 0.105 -0.300 3.724
F -3.49886 -0.42335 -2.39582 5.250 -1.355 -0.391
F 1.46172 -0.80593 -0.03467 -4.276 -1.752 0.118
F 3.49630 -0.29211 -3.50978 2.702 -2.511 1.271
F 0.10656 -1.16052 1.82152 -0.211 -0.679 -4.298
F -2.21351 -2.19370 -4.78114 0.816 3.602 0.270
F -1.58365 1.17338 -4.42361 -0.010 -3.797 0.458
F -0.20118 -0.92948 -4.56760 -2.906 1.189 0.834
N -7.54703 -1.55421 6.04628 -0.165 -0.599 1.280
N -9.03332 -0.47707 -2.42220 0.434 1.399 -0.045
N 2.53409 -2.17624 5.23936 -0.858 1.042 -0.368
N -2.14553 -5.13229 -2.23549 -1.528 -0.335 -0.312
N -1.77409 2.48613 6.22513 -1.485 -0.348 -0.566
N 12.27547 6.04875 -2.78007 0.096 0.083 -1.424
N 7.22446 3.60950 -4.22135 0.808 0.279 1.082
C 6.97647 4.58498 -0.50379 -0.120 -0.035 0.078
C 0.89401 -0.21989 4.60917 0.123 0.322 -0.072
C 8.81660 4.28492 -2.24064 0.284 -0.164 0.117
C 0.04490 0.19506 6.97552 0.135 -0.016 0.176
C -6.23073 -4.48318 8.17274 0.135 -0.059 -0.026
C -2.05467 -0.76748 -2.69944 -3.850 -1.936 2.836
C 8.26411 3.86304 -0.87930 -0.213 -0.038 0.389
C 3.36914 -3.19451 -1.87121 -0.414 -0.272 0.524
C 4.69451 -1.07464 -3.05948 0.204 -0.283 -1.208
C -2.73625 2.04696 5.74898 1.016 0.384 0.379
C -5.04693 -3.92210 -4.46049 0.036 0.085 -0.064
C -3.26452 -5.37596 -2.41936 1.036 0.286 0.359
C -1.17428 0.13667 -1.67476 -1.008 4.055 0.383
C 4.45089 -2.69412 -2.99615 -0.007 -0.641 0.421
C 10.28500 5.60013 -6.04658 -0.124 0.025 -0.014
C -7.76586 -2.05853 7.06761 0.049 0.463 -1.098
C 11.40367 6.63068 -6.12906 -0.401 0.022 -0.204
C -4.93648 0.57802 7.31681 0.030 -0.001 0.149
C -5.13742 1.49105 6.11422 -0.391 -0.100 0.317
C -8.04490 -2.70353 8.35831 -0.031 0.142 0.320
C -5.11246 -5.39826 -4.09050 -0.125 0.216 -0.510
C 0.72353 0.78667 5.74682 -0.088 0.267 0.314
C 5.31645 -0.40793 -1.69760 2.048 1.290 0.580
C -1.16279 -0.47906 -0.15708 -1.142 2.333 3.157
C -3.95331 1.48398 5.14762 -0.226 0.165 -0.177
C -8.75311 0.64844 -2.41520 -0.330 -1.156 0.168
C 7.92812 3.90461 -3.34779 -0.656 -0.158 -0.926
C -4.68411 -5.67816 -2.65013 -0.183 -0.338 -0.064
C 0.10591 -1.37668 0.31166 1.502 -0.077 3.974
C 12.66577 6.21180 -5.37533 0.151 0.280 -0.189
C 1.81308 -1.31155 4.96044 0.600 -0.988 0.138
C -8.39350 2.07332 -2.40102 -0.166 0.262 -0.167
C -6.79439 -3.32259 8.98240 0.353 -0.258 0.118
C -7.28001 2.40286 -3.39501 0.364 0.066 -0.218
C 0.44143 -3.76808 -1.12469 -1.092 -1.495 -0.183
C -0.01198 -2.98653 0.19315 0.085 -0.605 1.449
C -5.95065 1.74546 -3.04737 0.120 -0.053 -0.078
C 12.44827 6.12373 -3.92455 -0.056 -0.212 1.158
H -6.01666 -2.55995 9.10865 -0.199 -0.025 0.006
H 9.79210 3.80682 -2.38811 -0.152 0.125 -0.170
H -5.33407 2.51117 6.46509 0.093 -0.106 -0.159
H -4.21782 2.07457 4.26266 0.231 -0.033 0.108
H 0.62058 -3.43513 1.10427 -1.275 1.477 -1.994
H 6.65335 4.28085 0.49707 0.018 0.086 -0.131
H -7.13584 3.49000 -3.41151 -0.169 -0.161 0.023
H 10.61482 4.63098 -6.43369 -0.059 0.067 0.054
H 11.66001 6.78100 -7.18482 0.100 0.030 0.215
H -5.83117 0.58533 7.94777 0.140 -0.042 -0.096
H -0.93882 -0.21258 6.72251 0.068 0.037 0.049
H 9.01886 4.07826 -0.11316 -0.012 -0.062 -0.246
H -6.14510 -5.74360 -4.22208 0.231 -0.069 0.160
H 4.12649 -3.17246 -4.03926 0.856 1.528 2.126
H -4.49206 -5.97269 -4.78876 -0.098 -0.019 0.190
H -6.97947 -5.27068 8.04189 0.084 0.063 -0.009
H 13.45388 6.94809 -5.57202 -0.037 -0.154 0.215
H -6.02102 0.65408 -3.08420 -0.025 0.085 0.039
H -5.66977 -3.32145 -3.79027 0.044 -0.025 -0.077
H -8.44921 -1.95457 9.04932 -0.017 -0.011 -0.262
H -9.27997 2.66567 -2.65642 0.026 -0.232 0.116
H 5.49849 -3.17844 -2.71006 -2.256 1.208 -0.613
H -4.02206 -3.54160 -4.41265 -0.165 -0.063 0.022
H 11.03696 7.59181 -5.74936 0.175 -0.112 -0.037
H -4.75313 -0.45350 7.00018 -0.047 0.079 0.030
H -1.13023 -3.32396 0.44668 2.401 1.162 -0.701
H 8.98884 5.36716 -2.25513 -0.076 -0.146 -0.133
H -4.86196 -6.73722 -2.42952 0.221 0.158 0.122
H -4.09302 0.90515 7.93242 -0.035 -0.028 -0.069
H 1.69719 1.19951 6.03660 -0.083 -0.104 -0.148
H 1.36206 -1.54172 -2.63568 -0.250 -0.844 -0.043
H -0.08132 -0.63031 4.32384 0.181 -0.093 0.088
H -6.03275 1.16095 5.57352 0.207 0.076 -0.016
H -0.53605 -4.19056 -1.66635 2.069 0.967 0.875
H -5.40894 -3.77464 -5.48314 0.063 0.026 0.184
H 1.01122 -4.76018 -0.77540 -0.972 2.291 -0.937
H 0.11604 1.62492 5.38457 0.284 -0.272 -0.001
H 1.38733 -3.72760 -3.66673 -0.122 1.028 1.100
H -3.76009 0.46253 4.80059 0.116 0.127 0.116
H 9.94207 5.46180 -5.01669 0.047 -0.020 -0.100
H -0.09424 0.96910 7.73717 -0.042 -0.160 -0.168
H 6.16637 4.34902 -1.20054 0.080 0.057 0.012
H 0.64579 -0.60424 7.41992 -0.042 0.013 -0.083
H -7.04804 -3.68926 9.98448 -0.056 0.184 -0.151
H 9.42671 5.92883 -6.64149 0.101 -0.115 0.120
H 13.02778 5.25056 -5.75754 -0.062 0.069 0.216
H -5.89638 -4.15701 7.18317 -0.076 -0.033 0.070
H -5.18088 2.05332 -3.76242 -0.068 -0.060 0.123
H 7.12197 5.66974 -0.49822 -0.043 -0.103 -0.003
H -5.30614 -5.10128 -1.95630 0.266 0.012 -0.012
H 8.08916 2.78070 -0.86024 0.113 0.125 -0.079
H -8.09306 2.37244 -1.39039 -0.072 -0.200 -0.088
H -5.36824 -4.91738 8.68869 -0.136 0.027 -0.107
H -7.57567 2.10440 -4.40790 -0.065 0.072 0.188
H -8.81867 -3.46953 8.23326 0.103 0.149 -0.155
H 1.28615 0.30530 3.73036 0.025 -0.244 0.073
H -5.61899 2.03637 -2.04574 -0.008 -0.041 -0.066
H 3.44770 -4.36238 -1.63600 -0.029 2.538 -0.745
H 3.44431 -2.65458 -0.83233 -0.001 -0.860 -2.039
```
Forces are in eV/Å.